# 1
{"formula": "C11H15AlClI2N2OP", "method": "wB97M-V/def2-TZVPD", "elements": ["I", "I", "Al", "P", "C", "C", "H", "H", "H", "C", "H", "H", "H", "H", "H", "H", "C", "O", "Cl", "N", "C", "N", "C", "C", "C", "C", "C", "C", "H", "H", "H", "H", "H", "H"], "xyz": [[-2.706, 3.387, -1.359], [1.035, 2.402, 1.277], [-0.403, 0.849, -0.154], [0.720, 1.758, -2.196], [0.900, 3.561, -2.353], [2.446, 1.129, -2.245], [0.060, 0.147, -3.863], [0.591, 1.701, -4.598], [-1.021, 1.565, -3.834], [0.023, 1.242, -3.784], [2.429, 0.034, -2.134], [2.875, 1.402, -3.220], [1.310, 3.762, -3.350], [1.577, 3.926, -1.566], [3.025, 1.580, -1.432], [-0.099, 4.015, -2.236], [-2.516, 1.427, -0.216], [-3.462, 0.895, 0.247], [-0.913, -0.808, -1.505], [1.412, -1.483, 2.811], [1.388, -0.679, 1.741], [0.162, -0.674, 1.195], [-0.584, -1.649, 1.854], [-1.830, -2.228, 1.576], [-2.267, -3.247, 2.422], [-1.492, -3.688, 3.524], [-0.236, -3.098, 3.791], [0.179, -2.112, 2.929], [2.214, -1.606, 3.430], [2.240, -0.053, 1.522], [-2.377, -1.862, 0.711], [-3.215, -3.747, 2.209], [-1.886, -4.438, 4.202], [0.424, -3.412, 4.605]], "lumo_energy_ev": [-9.866, -11.050], "gap_ev": [5.1950, 3.9730], "total_energy_ev": -61274.0275, "total_charge": 2, "homo_energy_ha": [-0.553, -0.552], "de_lowest_kj_mol": 0.0}

# 2
{"formula": "C11H15BHgN6O2", "method": "wB97M-V/def2-TZVPD", "elements": ["H", "N", "B", "N", "C", "Hg", "H", "C", "H", "C", "H", "C", "H", "H", "H", "N", "N", "N", "N", "C", "C", "H", "H", "C", "C", "C", "C", "H", "H", "H", "H", "H", "O", "C", "O", "H"], "xyz": [[0.851, 3.240, 1.473], [0.462, 1.691, 0.069], [0.039, 0.321, -2.037], [0.430, 1.637, -1.296], [0.785, 2.846, -1.805], [-0.254, 0.069, 1.514], [0.833, 3.002, -2.874], [1.022, 3.706, -0.726], [1.302, 4.735, -0.781], [0.799, 2.939, 0.438], [0.116, 0.447, -3.219], [-0.722, -1.869, 2.413], [-0.713, -1.762, 3.502], [0.017, -2.624, 2.115], [-1.711, -2.200, 2.078], [-1.424, -0.084, -1.637], [1.019, -0.770, -1.516], [-1.719, -0.279, -0.323], [1.133, -1.030, -0.172], [-2.551, -0.276, -2.369], [1.879, -1.552, -2.212], [-2.529, -0.166, -3.443], [1.948, -1.473, -3.286], [-3.577, -0.595, -1.492], [2.544, -2.361, -1.298], [-3.018, -0.586, -0.207], [2.039, -2.011, -0.027], [-4.602, -0.803, -1.736], [3.282, -3.101, -1.521], [-3.485, -0.775, 0.755], [2.298, -2.438, 0.932], [-1.418, 0.911, 2.471], [0.508, 1.226, 4.513], [1.242, 0.319, 4.059], [1.882, 0.284, 2.952], [1.292, -0.617, 4.694]], "lumo_energy_ev": -2.997, "gap_ev": 5.5807, "total_energy_ev": -29533.7403, "homo_energy_ha": -0.315}

# 3
{"formula": "C11H15Br18INO5S2", "method": "wB97M-V/def2-TZVPD", "elements": ["C", "C", "C", "I", "S", "O", "O", "N", "S", "O", "O", "C", "C", "O", "H", "H", "H", "H", "H", "H", "H", "H", "H", "C", "Br", "Br", "Br", "H", "C", "Br", "Br", "Br", "H", "C", "Br", "Br", "Br", "H", "C", "Br", "Br", "Br", "H", "C", "Br", "Br", "Br", "H", "C", "Br", "Br", "Br", "H"], "xyz": [[0.724, -1.637, -2.766], [1.135, -0.186, -2.530], [-0.019, 0.718, -2.220], [0.789, 2.729, -2.097], [-1.303, 0.757, -3.479], [-1.682, -0.582, -3.855], [-0.795, 1.491, -4.586], [-2.531, 1.536, -2.785], [-3.270, 0.691, -1.671], [-3.731, 1.559, -0.634], [-2.530, -0.429, -1.119], [-4.742, -0.043, -2.437], [-5.012, -1.346, -1.747], [-5.342, -1.427, -0.586], [0.618, -1.804, -3.827], [1.456, -2.342, -2.396], [-0.262, -1.808, -2.368], [1.773, 0.197, -3.304], [1.750, -0.185, -1.643], [-0.389, 0.515, -1.228], [-4.513, -0.149, -3.483], [-5.528, 0.667, -2.259], [-4.881, -2.275, -2.326], [0.420, 0.660, 2.305], [0.302, -0.557, 3.800], [2.231, 0.712, 1.621], [-0.925, 0.276, 0.983], [0.210, 1.648, 2.687], [5.143, 2.901, 4.029], [3.442, 3.799, 4.025], [5.076, 1.251, 5.021], [5.801, 2.618, 2.246], [5.844, 3.548, 4.533], [5.945, -0.465, -2.144], [5.425, 0.377, -3.792], [7.848, -0.348, -1.855], [4.957, 0.223, -0.643], [5.701, -1.513, -2.231], [-7.329, 1.623, 0.300], [-6.273, 2.374, 1.714], [-9.122, 1.215, 0.885], [-7.336, 2.757, -1.258], [-6.863, 0.688, 0.016], [0.070, -5.539, -1.975], [-0.820, -4.810, -3.513], [1.986, -5.543, -2.196], [-0.457, -4.634, -0.363], [-0.239, -6.568, -1.882], [3.386, 1.301, 8.529], [2.416, 2.831, 7.889], [5.232, 1.727, 8.870], [2.544, 0.514, 10.071], [3.370, 0.561, 7.743]], "lumo_energy_ev": 1.208, "gap_ev": 7.6164, "total_energy_ev": -1313912.7813, "total_charge": -1, "homo_energy_ha": -0.236}

# 4
{"formula": "C11H15Br3NO7V", "method": "wB97M-V/def2-TZVPD", "elements": ["O", "V", "O", "O", "C", "C", "O", "H", "H", "H", "H", "C", "C", "O", "H", "H", "H", "H", "H", "C", "C", "C", "C", "C", "C", "N", "O", "O", "H", "H", "H", "H", "H", "C", "Br", "Br", "Br", "H"], "xyz": [[7.002, -31.824, 4.491], [6.722, -30.473, 3.714], [5.207, -30.092, 3.812], [8.826, -28.487, -0.510], [8.027, -29.642, -0.615], [7.210, -30.144, 0.615], [7.817, -30.416, 1.814], [8.700, -30.468, -0.846], [7.350, -29.498, -1.457], [6.688, -31.076, 0.397], [6.427, -29.387, 0.575], [6.403, -27.672, 6.199], [7.776, -28.133, 5.660], [7.772, -28.568, 4.382], [5.680, -28.486, 6.144], [6.008, -26.772, 5.727], [6.371, -27.592, 7.286], [8.071, -29.006, 6.243], [8.651, -27.524, 5.886], [2.300, -28.864, 0.998], [2.974, -28.635, 2.179], [4.186, -27.940, 2.134], [4.755, -27.427, 0.912], [4.024, -27.674, -0.243], [2.836, -28.415, -0.184], [6.065, -26.673, 0.903], [6.689, -26.633, 1.903], [6.492, -26.086, -0.053], [1.347, -29.368, 0.932], [2.684, -28.991, 3.156], [4.867, -27.766, 2.954], [4.275, -27.234, -1.197], [2.349, -28.584, -1.133], [5.815, -34.303, 6.204], [4.608, -35.520, 7.271], [6.394, -35.167, 4.478], [7.466, -34.123, 7.338], [5.462, -33.281, 6.063]], "lumo_energy_ev": 3.273, "gap_ev": 2.5558, "total_energy_ev": -263281.4663, "total_charge": -2, "homo_energy_ha": 0.026, "de_lowest_kj_mol": 0.0}

# 5
{"formula": "C11H15IN3", "method": "wB97M-V/def2-TZVPD", "elements": ["C", "C", "C", "C", "C", "C", "C", "C", "C", "C", "C", "N", "N", "N", "I", "H", "H", "H", "H", "H", "H", "H", "H", "H", "H", "H", "H", "H", "H", "H"], "xyz": [[-1.561, -0.722, -2.393], [-2.259, -1.665, -3.103], [-2.837, -1.418, -0.450], [-1.855, -0.578, -1.020], [-3.184, -2.503, -2.371], [2.487, 3.543, 0.765], [2.182, 0.988, 0.573], [1.285, 0.185, 2.787], [-1.015, 0.296, -0.188], [0.104, -0.456, 0.576], [0.931, 0.604, 1.380], [-3.521, -2.301, -1.047], [2.367, 2.292, 0.462], [3.023, 0.098, 0.093], [-3.993, -4.198, -3.335], [-0.801, -0.136, -2.774], [-2.027, -1.797, -4.146], [-3.268, -1.139, 0.513], [2.919, 3.690, 1.737], [2.109, 4.444, 0.143], [1.700, 1.094, 3.339], [2.009, -0.697, 2.808], [0.416, -0.037, 3.319], [-0.464, 1.084, -0.788], [-1.651, 0.734, 0.549], [-0.483, -1.056, 1.260], [0.592, -1.200, -0.176], [0.182, 1.441, 1.558], [2.797, -0.941, 0.238], [3.817, 0.351, -0.306]], "lumo_energy_ev": -4.346, "gap_ev": 6.5180, "total_energy_ev": -24212.4180, "total_charge": 1, "smiles": "C=NC(=[NH2+])[C@H](C)CCc1ccc(I)nc1", "homo_energy_ha": -0.399, "de_lowest_kj_mol": 333.5}

# 6
{"formula": "C11H15N", "method": "wB97M-V/def2-TZVPD", "elements": ["C", "C", "C", "C", "C", "C", "C", "C", "C", "N", "H", "H", "H", "H", "H", "H", "H", "H", "H", "C", "C", "H", "H", "H", "H", "H", "H"], "xyz": [[-0.188, -3.165, 1.327], [0.415, -1.098, 0.021], [0.669, -2.484, 0.306], [1.454, -0.654, -0.848], [1.903, -2.797, -0.206], [-0.798, 0.961, -0.565], [0.361, 1.475, -1.156], [-0.780, -0.291, 0.052], [1.510, 0.633, -1.365], [2.353, -1.689, -0.943], [-1.698, 1.573, -0.598], [0.326, 2.435, -1.661], [-1.719, -0.709, 0.381], [2.331, 1.013, -1.965], [-0.480, -4.169, 0.981], [-1.079, -2.619, 1.630], [2.613, -3.600, -0.110], [3.196, -1.618, -1.484], [0.357, -3.365, 2.253], [-2.561, 4.122, 0.578], [-2.883, 3.403, 1.907], [-2.816, 5.176, 0.729], [-1.496, 4.070, 0.364], [-3.140, 3.656, -0.212], [-3.110, 4.113, 2.714], [-2.042, 2.896, 2.363], [-3.683, 2.692, 1.842]], "s2": 0.77, "lumo_energy_ev": [3.590, 3.566], "gap_ev": [2.8995, 6.2777], "multiplicity": 2, "total_energy_ev": -13138.9769, "total_charge": -1, "homo_energy_ha": [0.025, -0.100], "de_lowest_kj_mol": 56.7}

# 7
{"formula": "C11H15N", "method": "wB97M-V/def2-TZVPD", "elements": ["C", "C", "H", "H", "H", "H", "H", "H", "C", "C", "C", "C", "C", "C", "C", "C", "C", "N", "H", "H", "H", "H", "H", "H", "H", "H", "H"], "xyz": [[-1.026, 1.260, 3.768], [-0.537, 2.195, 2.666], [-0.747, 1.665, 4.734], [-2.110, 1.205, 3.740], [-0.636, 0.227, 3.777], [0.318, 2.856, 2.939], [-1.302, 2.956, 2.522], [-0.117, 1.865, 1.712], [1.067, 1.431, -2.853], [0.211, -0.631, -1.474], [1.142, 0.326, -1.824], [0.704, -1.430, -0.425], [2.304, 0.088, -1.105], [-1.164, -0.807, -1.901], [-1.828, -1.938, -1.493], [-1.365, -2.719, -0.449], [-0.097, -2.434, 0.159], [1.997, -1.009, -0.214], [-1.533, -0.186, -2.717], [-2.727, -2.185, -2.063], [-1.988, -3.564, -0.220], [1.986, 1.527, -3.441], [0.858, 2.374, -2.324], [3.308, 0.466, -1.071], [2.691, -1.577, 0.218], [0.184, -3.062, 0.998], [0.408, 1.102, -3.659]], "s2": 0.77, "lumo_energy_ev": [3.745, 3.644], "gap_ev": [3.1323, 6.3924], "multiplicity": 2, "total_energy_ev": -13138.7397, "total_charge": -1, "homo_energy_ha": [0.023, -0.101], "de_lowest_kj_mol": 79.6}

# 8
{"formula": "C11H15N", "method": "wB97M-V/def2-TZVPD", "elements": ["C", "C", "C", "C", "C", "C", "C", "C", "C", "N", "H", "H", "H", "H", "H", "H", "H", "H", "H", "C", "C", "H", "H", "H", "H", "H", "H"], "xyz": [[-0.316, -2.491, -2.609], [-1.633, 0.261, -0.443], [-0.571, -0.336, -1.138], [-1.095, -1.491, -1.799], [-2.444, -1.549, -1.549], [-0.139, 1.864, 0.565], [-1.462, 1.332, 0.439], [0.916, 1.258, -0.087], [0.780, 0.110, -0.889], [-2.765, -0.488, -0.683], [0.055, 2.716, 1.206], [-2.313, 1.788, 0.946], [1.899, 1.743, -0.046], [1.645, -0.399, -1.293], [-3.668, -0.057, -0.594], [-3.236, -2.209, -1.830], [0.682, -2.087, -2.769], [-0.819, -2.743, -3.536], [-0.147, -3.420, -2.046], [3.804, 0.163, 3.704], [3.042, 1.372, 3.105], [3.101, -0.659, 3.858], [4.519, -0.226, 2.984], [4.275, 0.451, 4.633], [2.079, 1.102, 2.661], [3.615, 1.836, 2.311], [2.838, 2.072, 3.917]], "s2": 0.77, "lumo_energy_ev": [3.640, 3.589], "gap_ev": [2.9601, 6.3417], "multiplicity": 2, "total_energy_ev": -13139.3064, "total_charge": -1, "homo_energy_ha": [0.025, -0.101], "de_lowest_kj_mol": 24.9}

# 9
{"formula": "C11H15N", "method": "wB97M-V/def2-TZVPD", "elements": ["C", "C", "C", "C", "C", "C", "C", "C", "C", "N", "H", "H", "H", "H", "H", "H", "H", "H", "H", "C", "C", "H", "H", "H", "H", "H", "H"], "xyz": [[1.715, -2.230, -0.121], [-1.524, -0.392, -0.268], [-0.198, -0.494, -0.713], [0.436, -1.504, 0.133], [-0.495, -1.848, 1.049], [-2.378, 0.564, -0.850], [-1.853, 1.495, -1.700], [0.299, 0.416, -1.671], [-0.512, 1.375, -2.218], [-1.717, -1.261, 0.769], [-2.550, -1.453, 1.288], [-3.435, 0.606, -0.609], [-0.336, -2.482, 1.908], [-2.563, 2.105, -2.249], [1.300, 0.234, -2.049], [2.409, -1.721, -0.786], [1.554, -3.253, -0.462], [-0.177, 2.258, -2.736], [2.289, -2.364, 0.806], [2.780, 1.942, 2.554], [1.694, 1.383, 1.653], [3.736, 1.613, 2.158], [2.747, 3.028, 2.666], [2.712, 1.604, 3.593], [0.722, 1.648, 2.070], [1.759, 1.788, 0.644], [1.867, 0.317, 1.499]], "lumo_energy_ev": 0.899, "gap_ev": 8.7762, "total_energy_ev": -13140.0524, "smiles": "Cc1c[nH]c2ccccc12.CC", "homo_energy_ha": -0.289, "de_lowest_kj_mol": 71.3}

# 10
{"formula": "C11H15N", "method": "wB97M-V/def2-TZVPD", "elements": ["C", "C", "C", "C", "C", "C", "C", "C", "C", "N", "H", "H", "H", "H", "H", "H", "H", "H", "H", "C", "C", "H", "H", "H", "H", "H", "H"], "xyz": [[1.815, 1.042, 0.743], [-0.715, 0.740, 0.624], [0.459, 1.252, 1.273], [-1.792, 1.133, 1.516], [0.110, 1.902, 2.426], [-2.341, -0.367, -0.698], [-3.372, 0.200, 0.065], [-1.052, 0.061, -0.561], [-3.181, 0.887, 1.223], [-1.215, 1.677, 2.630], [-2.668, -0.916, -1.559], [-4.364, 0.076, -0.372], [-0.280, -0.259, -1.251], [-3.999, 1.315, 1.803], [1.881, 1.293, -0.345], [2.313, 0.198, 1.221], [0.787, 2.381, 3.107], [-1.661, 2.038, 3.455], [2.500, 1.886, 0.927], [2.634, -1.648, -2.256], [1.454, -2.473, -1.801], [3.562, -2.199, -2.069], [3.068, -1.374, -3.218], [2.610, -0.633, -1.879], [1.277, -3.383, -2.425], [0.511, -1.968, -1.763], [1.658, -2.859, -0.814]], "lumo_energy_ev": 0.926, "gap_ev": 8.7264, "total_energy_ev": -13138.9258, "smiles": "Cc1c[nH]c2ccccc12.CC", "homo_energy_ha": -0.287, "de_lowest_kj_mol": 180.0}

# 11
{"formula": "C11H15N", "method": "wB97M-V/def2-TZVPD", "elements": ["C", "C", "H", "H", "H", "H", "H", "H", "C", "C", "C", "C", "C", "C", "C", "C", "C", "N", "H", "H", "H", "H", "H", "H", "H", "H", "H"], "xyz": [[3.801, -0.365, -3.425], [3.428, 0.483, -2.200], [2.991, -1.021, -3.762], [3.875, 0.308, -4.285], [4.678, -0.997, -3.330], [3.747, 1.517, -2.200], [3.661, -0.086, -1.300], [2.333, 0.490, -2.147], [-1.188, -0.620, -2.048], [-0.920, 0.141, 0.356], [-1.104, -0.905, -0.608], [-0.939, -0.420, 1.636], [-1.196, -2.064, 0.097], [-0.560, 1.493, 0.188], [-0.588, 2.259, 1.331], [-0.776, 1.689, 2.621], [-0.916, 0.327, 2.822], [-1.050, -1.790, 1.449], [-0.195, 1.945, -0.721], [-0.346, 3.312, 1.397], [-0.860, 2.291, 3.518], [-0.788, 0.349, -2.378], [-2.191, -0.464, -2.476], [-1.304, -3.049, -0.324], [-1.216, -2.413, 2.208], [-0.895, -0.132, 3.799], [-0.729, -1.310, -2.757]], "lumo_energy_ev": 0.899, "gap_ev": 8.7312, "total_energy_ev": -13139.9326, "smiles": "Cc1c[nH]c2ccccc12.CC", "homo_energy_ha": -0.288, "de_lowest_kj_mol": 82.8}

# 12
{"formula": "C11H15N", "method": "wB97M-V/def2-TZVPD", "elements": ["C", "C", "C", "C", "C", "C", "C", "C", "C", "N", "H", "H", "H", "H", "H", "H", "H", "H", "H", "C", "C", "H", "H", "H", "H", "H", "H"], "xyz": [[-0.833, -3.706, -0.447], [0.516, -1.504, -0.024], [-0.023, -2.530, -0.875], [1.292, -0.671, -0.847], [0.509, -2.336, -2.109], [0.902, 0.049, 1.773], [1.802, 0.754, 0.964], [0.277, -1.079, 1.289], [2.054, 0.381, -0.338], [1.257, -1.178, -2.125], [0.755, 0.367, 2.796], [2.297, 1.619, 1.377], [-0.367, -1.642, 1.957], [2.778, 0.922, -0.939], [-0.982, -4.434, -1.240], [-1.822, -3.451, -0.061], [0.164, -2.847, -2.995], [1.992, -0.953, -2.776], [-0.329, -4.282, 0.331], [-1.225, 3.073, 1.180], [-1.778, 3.568, -0.146], [-0.425, 3.661, 1.627], [-2.004, 3.146, 1.942], [-0.975, 2.014, 1.184], [-1.223, 3.190, -0.999], [-1.809, 4.652, -0.235], [-2.800, 3.218, -0.264]], "lumo_energy_ev": 0.941, "gap_ev": 8.8598, "total_energy_ev": -13140.4494, "smiles": "Cc1c[nH]c2ccccc12.CC", "homo_energy_ha": -0.291, "de_lowest_kj_mol": 33.0}